Entry 1:
{"formula": "C48H108F8N10O16S8", "method": "ωB97M-V/def2-TZVPD", "symbols": ["C", "C", "C", "N", "C", "C", "C", "C", "C", "H", "H", "H", "H", "H", "H", "H", "H", "H", "H", "H", "H", "H", "H", "H", "H", "H", "H", "C", "C", "C", "N", "C", "C", "C", "C", "C", "H", "H", "H", "H", "H", "H", "H", "H", "H", "H", "H", "H", "H", "H", "H", "H", "H", "H", "C", "C", "C", "N", "C", "C", "C", "C", "C", "H", "H", "H", "H", "H", "H", "H", "H", "H", "H", "H", "H", "H", "H", "H", "H", "H", "H", "C", "C", "C", "N", "C", "C", "C", "C", "C", "H", "H", "H", "H", "H", "H", "H", "H", "H", "H", "H", "H", "H", "H", "H", "H", "H", "H", "C", "C", "C", "N", "C", "C", "C", "C", "C", "H", "H", "H", "H", "H", "H", "H", "H", "H", "H", "H", "H", "H", "H", "H", "H", "H", "H", "C", "C", "C", "N", "C", "C", "C", "C", "C", "H", "H", "H", "H", "H", "H", "H", "H", "H", "H", "H", "H", "H", "H", "H", "H", "H", "H", "N", "S", "O", "O", "F", "S", "O", "O", "F", "N", "S", "O", "O", "F", "S", "O", "O", "F", "N", "S", "O", "O", "F", "S", "O", "O", "F", "N", "S", "O", "O", "F", "S", "O", "O", "F"], "positions_angstrom": [[-0.01, -4.39, 0.77], [1.14, -4.46, 1.79], [1.15, -3.16, 2.67], [2.05, -3.22, 3.86], [3.49, -3.46, 3.32], [1.88, -1.91, 4.70], [2.54, -2.29, 6.03], [2.33, -3.79, 6.34], [1.82, -4.32, 4.97], [0.30, -3.74, -0.05], [-0.88, -3.88, 1.18], [-0.16, -5.38, 0.33], [2.05, -4.65, 1.23], [0.90, -5.33, 2.40], [0.19, -2.98, 3.16], [1.43, -2.26, 2.12], [3.77, -2.76, 2.54], [3.47, -4.38, 2.75], [4.20, -3.47, 4.15], [2.44, -1.18, 4.11], [0.82, -1.70, 4.82], [3.62, -2.14, 5.94], [2.28, -1.67, 6.89], [3.25, -4.25, 6.68], [1.47, -3.87, 7.00], [2.40, -5.18, 4.61], [0.76, -4.55, 5.04], [-0.65, 1.77, -4.50], [0.08, 3.08, -3.97], [0.55, 2.87, -2.56], [1.21, 4.14, -2.04], [2.62, 4.17, -2.70], [1.38, 4.09, -0.50], [1.38, 5.52, 0.04], [1.04, 6.40, -1.18], [0.45, 5.47, -2.26], [-0.51, 1.71, -5.58], [-1.74, 1.83, -4.48], [-0.24, 0.86, -4.07], [-0.62, 3.90, -4.11], [0.94, 3.24, -4.63], [1.18, 1.99, -2.45], [-0.22, 2.74, -1.80], [3.34, 4.65, -2.04], [2.61, 4.73, -3.63], [3.11, 3.21, -2.88], [2.23, 3.45, -0.30], [0.48, 3.65, -0.07], [2.29, 5.79, 0.57], [0.60, 5.67, 0.79], [1.97, 6.72, -1.64], [0.49, 7.30, -0.92], [0.65, 5.64, -3.31], [-0.61, 5.27, -2.12], [-0.90, -1.63, -7.80], [0.08, -1.52, -6.65], [0.94, -2.72, -6.43], [1.84, -2.76, -5.16], [2.49, -4.11, -5.02], [1.25, -2.33, -3.79], [2.16, -1.21, -3.28], [3.47, -1.34, -3.90], [3.01, -1.73, -5.31], [-0.68, -2.51, -8.41], [-0.92, -0.66, -8.30], [-1.86, -1.89, -7.36], [-0.52, -1.33, -5.75], [0.77, -0.71, -6.90], [1.54, -2.94, -7.31], [0.36, -3.63, -6.26], [1.70, -4.83, -5.23], [2.92, -4.37, -4.05], [3.33, -4.23, -5.71], [1.27, -3.24, -3.20], [0.21, -2.01, -3.91], [2.19, -1.32, -2.20], [1.61, -0.29, -3.53], [4.07, -2.12, -3.43], [4.12, -0.47, -3.99], [3.90, -2.11, -5.80], [2.66, -0.96, -5.99], [-4.51, -0.23, -1.94], [-4.91, -0.29, -3.42], [-6.11, 0.52, -3.63], [-6.86, 0.37, -4.96], [-8.15, 1.18, -4.78], [-6.09, 0.93, -6.14], [-5.91, -0.27, -7.06], [-6.07, -1.54, -6.26], [-7.18, -1.12, -5.29], [-5.43, -0.37, -1.37], [-4.10, 0.76, -1.71], [-3.78, -0.98, -1.65], [-5.06, -1.32, -3.74], [-4.10, 0.12, -4.03], [-5.83, 1.58, -3.58], [-6.84, 0.35, -2.84], [-8.60, 1.11, -5.77], [-7.88, 2.18, -4.44], [-8.69, 0.83, -3.90], [-6.56, 1.79, -6.62], [-5.12, 1.34, -5.85], [-6.70, -0.25, -7.81], [-5.00, -0.42, -7.65], [-6.57, -2.35, -6.80], [-5.14, -1.97, -5.88], [-8.13, -1.08, -5.82], [-7.25, -1.68, -4.36], [1.87, 4.01, 3.45], [2.63, 3.00, 4.32], [2.48, 3.47, 5.79], [3.18, 2.52, 6.73], [4.71, 2.42, 6.48], [2.50, 1.19, 6.84], [2.43, 0.75, 8.32], [3.24, 1.73, 9.07], [2.84, 2.96, 8.19], [2.47, 4.79, 2.99], [0.99, 4.43, 3.93], [1.45, 3.35, 2.68], [3.67, 3.02, 3.98], [2.42, 1.95, 4.12], [1.49, 3.73, 6.16], [2.94, 4.46, 5.77], [5.10, 3.39, 6.20], [4.90, 1.58, 5.82], [5.23, 2.11, 7.39], [3.08, 0.49, 6.23], [1.53, 1.09, 6.37], [2.78, -0.28, 8.43], [1.35, 0.82, 8.46], [4.29, 1.44, 8.96], [3.04, 1.98, 10.11], [3.52, 3.80, 8.37], [1.82, 3.25, 8.41], [-2.25, 4.42, 3.60], [-2.39, 2.91, 3.60], [-3.77, 2.29, 3.79], [-3.72, 0.81, 3.40], [-2.46, 0.09, 3.86], [-5.01, 0.17, 3.98], [-5.38, -0.96, 3.10], [-4.75, -0.63, 1.77], [-3.85, 0.62, 1.93], [-2.91, 4.68, 2.77], [-1.29, 4.89, 3.42], [-2.65, 4.85, 4.52], [-1.82, 2.53, 4.45], [-1.93, 2.42, 2.74], [-4.41, 2.86, 3.12], [-3.97, 2.55, 4.83], [-2.15, 0.26, 4.89], [-1.65, 0.27, 3.15], [-2.64, -0.98, 3.72], [-4.95, -0.09, 5.03], [-5.82, 0.90, 4.01], [-5.10, -1.91, 3.57], [-6.46, -0.98, 3.03], [-4.11, -1.41, 1.37], [-5.50, -0.27, 1.06], [-2.91, 0.34, 1.45], [-4.10, 1.53, 1.38], [4.70, -2.70, -1.76], [5.61, -3.81, -2.68], [5.02, -4.37, -3.87], [6.60, -4.61, -1.95], [6.64, -2.74, -3.33], [3.64, -3.74, -1.32], [4.09, -4.82, -0.49], [2.65, -4.24, -2.22], [2.76, -2.90, -0.26], [5.99, 1.50, 1.54], [7.33, 2.07, 2.31], [7.74, 1.36, 3.49], [7.61, 3.46, 2.15], [8.34, 1.44, 1.24], [5.01, 2.31, 2.30], [4.57, 3.48, 1.59], [4.96, 2.14, 3.74], [3.69, 1.39, 2.11], [-0.72, 0.30, 0.90], [-0.46, -0.64, -0.48], [0.55, -1.62, -0.29], [-0.82, -0.07, -1.74], [-1.74, -1.58, -0.16], [0.72, 0.59, 1.27], [1.74, 0.93, 0.29], [1.19, -0.16, 2.41], [0.38, 2.10, 1.85], [-1.99, -5.11, -4.01], [-3.35, -4.18, -4.66], [-3.27, -2.74, -4.56], [-4.62, -4.85, -4.70], [-2.79, -4.24, -6.19], [-2.32, -4.80, -2.58], [-3.62, -5.27, -2.10], [-1.79, -3.51, -2.15], [-1.25, -5.72, -1.81]], "e_above_lowest_kcal_mol": 0.0, "total_charge": 2}



Entry 2:
{"formula": "C20H25N5O4", "method": "ωB97M-V/def2-TZVPD", "symbols": ["C", "C", "O", "C", "C", "C", "O", "C", "C", "C", "O", "C", "C", "O", "H", "H", "H", "H", "H", "H", "H", "H", "H", "H", "C", "C", "N", "H", "H", "H", "C", "C", "N", "H", "H", "H", "C", "C", "N", "H", "H", "H", "C", "C", "N", "H", "H", "H", "C", "C", "N", "H", "H", "H"], "positions_angstrom": [[2.74, 0.13, 0.74], [2.86, 1.60, 0.36], [2.03, 2.49, 1.11], [0.71, 2.30, 1.00], [-0.09, 2.03, 2.04], [-1.55, 1.96, 1.78], [-2.37, 2.41, 2.57], [-1.95, 1.37, 0.46], [-3.17, 0.51, 0.27], [-4.38, 0.73, 1.15], [-5.38, 0.06, 1.00], [-1.13, 1.64, -0.58], [0.05, 2.50, -0.34], [0.44, 3.33, -1.13], [2.72, -0.48, -0.17], [3.58, -0.19, 1.37], [1.82, -0.08, 1.28], [3.87, 1.95, 0.56], [2.70, 1.74, -0.72], [0.30, 1.91, 3.05], [-3.49, 0.54, -0.77], [-2.86, -0.53, 0.46], [-4.37, 1.52, 1.92], [-1.32, 1.27, -1.58], [4.89, -0.28, -3.22], [3.51, -0.47, -2.79], [2.42, -0.62, -2.46], [5.35, -1.26, -3.35], [4.92, 0.26, -4.16], [5.45, 0.28, -2.47], [2.45, -4.29, -2.62], [3.85, -3.88, -2.73], [4.94, -3.53, -2.82], [1.81, -3.44, -2.85], [2.25, -5.10, -3.32], [2.24, -4.63, -1.61], [-1.66, -1.76, 3.97], [-1.08, -1.40, 2.68], [-0.66, -1.11, 1.65], [-1.33, -1.05, 4.73], [-2.74, -1.70, 3.88], [-1.35, -2.76, 4.25], [-7.31, -0.80, 3.66], [-5.87, -0.84, 3.85], [-4.73, -0.86, 4.00], [-7.62, 0.23, 3.45], [-7.59, -1.42, 2.81], [-7.82, -1.16, 4.55], [1.95, 1.80, -3.83], [3.05, 1.83, -4.78], [3.93, 1.85, -5.52], [2.13, 2.51, -3.02], [1.02, 2.08, -4.33], [1.84, 0.80, -3.41]], "e_above_lowest_kcal_mol": 142.1, "smiles": "CCOC1=CC(=O)C(CC=O)=CC1=O.CC#N.CC#N.CC#N.CC#N.CC#N"}



Entry 3:
{"formula": "C2H9IP", "method": "ωB97M-V/def2-TZVPD", "symbols": ["C", "C", "P", "I", "H", "H", "H", "H", "H", "H", "H", "H", "H"], "positions_angstrom": [[-1.12, -0.75, 0.95], [-0.02, -0.86, -0.07], [0.55, 0.88, -0.65], [3.02, 0.52, 0.26], [-1.40, -1.72, 1.32], [-1.98, -0.28, 0.48], [-0.80, -0.15, 1.79], [0.79, -1.46, 0.31], [-0.42, -1.32, -0.96], [0.24, 1.44, 0.67], [0.97, 2.21, -1.07], [0.97, 0.33, -1.92], [-0.81, 1.16, -1.11]], "total_charge": -1}



Orbital gap, respectively: 7.8; 8.7; 7.5 eV.
HOMO, respectively: -0.441; -0.348; -0.143 hartree.